Here is the molecule C13H25N3O2S from OMol25. Energies are from the ωB97M-V functional and the def2-TZVPD basis.

Kohn-Sham gap	8.362	eV
DFT total energy	-33287.12817	eV
multiplicity	1
energy above the lowest of the compared OMol25 structures with the same formula, charge and spin	2.564	eV
E_LUMO	0.3	eV
HOMO	-0.2953	Ha
SMILES	C=CCNC(=S)NNC(=O)[C@H](CC(C)C)C[C@@H](C)O

Each line ends with the Mulliken charge.
Atoms and positions in Å:
C1 3.854 -2.047 -1.872  -0.816
C2 3.742 -0.761 -1.595  -0.046
C3 3.717 -0.198 -0.208  -0.612
N1 2.553 0.633 -0.017  0.030
C4 2.587 1.911 0.388  0.372
S1 3.971 2.748 0.707  -0.476
N2 1.387 2.571 0.447  -0.678
N3 0.183 1.877 0.378  0.181
C5 -0.351 1.227 1.445  -0.013
O1 0.151 1.250 2.545  -0.687
C6 -1.610 0.430 1.113  0.786
C7 -1.217 -0.827 0.322  -1.320
C8 -0.213 -1.730 1.053  1.039
C9 0.377 -2.743 0.072  -1.650
C10 -0.865 -2.456 2.227  -1.739
C11 -2.699 1.286 0.428  -1.560
C12 -2.842 1.184 -1.097  0.677
C13 -3.978 2.089 -1.570  -1.561
O2 -1.621 1.551 -1.728  -0.571
H1 3.878 -2.414 -2.884  0.266
H2 3.946 -2.787 -1.093  0.264
H3 3.653 -0.027 -2.385  0.313
H4 4.588 0.447 -0.044  0.359
H5 3.728 -1.004 0.534  0.269
H6 1.651 0.200 -0.156  0.008
H7 1.398 3.414 1.010  0.266
H8 -0.307 1.894 -0.512  0.340
H9 -2.005 0.115 2.083  0.640
H10 -0.791 -0.523 -0.637  0.367
H11 -2.119 -1.409 0.118  0.652
H12 0.601 -1.115 1.452  0.106
H13 0.887 -2.247 -0.753  0.321
H14 1.095 -3.384 0.576  0.420
H15 -0.410 -3.371 -0.341  0.372
H16 -1.720 -3.040 1.889  0.339
H17 -0.152 -3.131 2.693  0.456
H18 -1.198 -1.751 2.982  0.368
H19 -2.535 2.335 0.687  0.350
H20 -3.667 0.997 0.839  0.465
H21 -3.079 0.145 -1.373  0.173
H22 -4.911 1.809 -1.090  0.364
H23 -3.757 3.126 -1.327  0.374
H24 -4.110 2.003 -2.648  0.453
H25 -1.790 1.723 -2.660  0.339